A structure of composition C33H40GeN6S2Sc at a distorted geometry, computed with ωB97M-V/def2-TZVPD.

XYZ file:
```
83
Properties=species:S:1:pos:R:3
Ge 1.6412 -1.4065 -0.3330
Sc -1.5584 1.7538 0.3086
S -3.8380 2.9469 0.9942
S -2.6348 3.6831 -1.6499
N 0.0231 3.2826 0.0028
N -1.8731 0.5708 -1.5816
N -2.5490 -0.1161 1.1487
N -0.9998 2.4071 2.4262
N -5.6148 3.2732 -3.8684
N -7.3116 2.1843 0.0008
C 0.0643 -3.1851 -3.8914
C -4.0349 3.2467 -0.7244
C 1.9332 -1.8320 -4.5356
C -6.3947 2.5706 -0.5824
C -3.1251 -0.8789 0.0219
C 1.1738 -2.8235 3.5273
C 3.5624 -0.9606 -0.2317
C -2.2103 -0.8249 -1.2182
C -5.2605 3.0166 -1.3252
C 0.8114 2.8045 -1.1590
C 2.1521 -1.5130 -3.2014
C 6.3290 -0.5390 -0.0038
C 5.5190 0.4340 -0.5728
C 0.7792 0.4358 -0.2211
C 0.3480 2.9881 2.4770
C 1.0727 -2.4814 1.0801
C -0.6279 0.8662 -2.3529
C -0.3018 -4.1960 2.2027
C 0.6019 3.8613 1.2254
C -5.4412 3.1709 -2.7329
C 0.2883 -2.8541 -2.5619
C 0.8818 -2.6666 -4.8853
C 4.3922 -1.9210 0.3535
C 4.1501 0.2203 -0.6778
C -2.1778 -0.7824 2.4106
C 0.6246 1.2830 -1.4974
C 0.1245 -3.5694 1.0660
C 1.3281 -1.9996 -2.1848
C -1.1419 0.0266 3.2044
C 0.1847 -3.8250 3.4930
C 5.7614 -1.7155 0.4633
C 1.6070 -2.1695 2.4044
C -1.4266 1.5003 3.5137
H 0.4875 3.5986 3.3791
H 1.0679 2.1665 2.5170
H 3.5425 1.0047 -1.1195
H -0.3725 -3.2700 -1.8111
H 2.5867 -1.4315 -5.3011
H 1.4637 1.0526 -2.1677
H -0.1391 -4.3378 4.3872
H -3.2616 -1.9249 0.3103
H -1.0171 -5.0077 2.1138
H -0.9788 -0.5171 4.1383
H 5.9533 1.3587 -0.9341
H 0.5694 3.4160 -2.0321
H -0.1864 0.1821 0.2532
H -0.8623 1.6850 -3.0328
H -2.4966 1.6739 3.6585
H -3.0785 -0.9636 3.0100
H 6.3854 -2.4745 0.9203
H -0.2744 -3.9245 0.1199
H -0.1832 -0.0467 2.6818
H 2.9969 -0.8788 -2.9561
H -0.9281 1.7881 4.4464
H 1.6787 4.0025 1.0991
H -0.3718 -0.0114 -2.9543
H -1.6898 3.1551 2.3024
H 2.3788 -1.4102 2.5106
H -4.1097 -0.4679 -0.2168
H 3.9471 -2.8344 0.7344
H -0.7773 3.8388 -0.3365
H 0.7060 -2.9170 -5.9243
H 1.6134 -2.5499 4.4840
H -1.2763 -1.3364 -0.9833
H -2.6546 1.0254 -2.0453
H 0.1634 4.8499 1.3805
H 7.3968 -0.3777 0.0819
H -3.1955 0.6470 1.3835
H 1.3669 0.9742 0.5294
H 1.8734 2.9527 -0.9333
H -2.6766 -1.3587 -2.0534
H -0.7528 -3.8484 -4.1482
H -1.7261 -1.7492 2.1765
```

The value obtained for the frontier orbital gap (spin up / spin down) is 3.414 / 4.713 eV. The total charge is -1.

***

A structure of composition C3H7NO2, computed with ωB97M-V/def2-TZVPD.

XYZ file:
```
13
Properties=species:S:1:pos:R:3
O -1.8367 -2.0605 -0.1430
O 0.7487 0.6496 0.5618
N -2.2507 0.2082 -0.0584
C 2.0144 0.8689 -0.0891
C -1.4360 -0.9123 -0.2092
C 0.2592 -0.5644 0.6317
H 2.8136 0.4435 0.5239
H -0.5530 -0.6818 -0.9227
H 0.9603 -1.3142 0.2004
H -3.0873 -0.0187 0.4654
H -1.7827 1.0327 0.2962
H 2.0041 0.4014 -1.0788
H 2.1459 1.9477 -0.1782
```

The value obtained for the frontier orbital gap is 8.873 eV.

***

A structure of composition C6H24O6Ti at a distorted geometry, computed with ωB97M-V/def2-TZVPD.

XYZ file:
```
37
Properties=species:S:1:pos:R:3
Ti -0.4691 -0.4766 0.0417
O 0.8060 -1.4535 -1.4496
O -1.9575 -0.1262 -1.8712
O -0.4616 -2.4198 0.9155
O 1.1752 -0.7259 2.0145
O -1.0679 1.4084 1.5171
O 0.9055 1.5126 -0.7671
C -2.3655 2.0123 1.4374
C 0.7500 -3.2915 0.9980
C 1.6956 0.2946 2.8364
C 2.2157 -1.2691 -1.4313
C 1.0652 2.1424 -2.0195
C -2.5752 1.0487 -2.4316
H -1.0583 -2.5694 1.6628
H 2.3075 -0.2262 3.6154
H 1.6789 3.0054 -1.9415
H 0.4633 -2.0394 -2.0935
H 0.7203 -3.7743 1.9843
H 0.9089 0.9274 3.2791
H 0.1077 2.5287 -2.4640
H 0.7311 -4.0391 0.1322
H 2.5074 -0.6563 -0.5642
H -1.3090 0.6190 2.0850
H -3.0607 1.3153 1.0001
H 0.6292 -1.3347 2.5326
H 2.6190 -0.7226 -2.3139
H -2.7889 2.2367 2.4459
H 2.7244 -2.2218 -1.4045
H -1.7316 1.6642 -2.7963
H 1.6086 -2.6712 0.9503
H -3.1458 1.4893 -1.5947
H 1.4401 1.3640 -2.7652
H -2.6179 -0.4876 -1.2549
H 0.6532 2.2014 -0.1507
H -2.1743 2.9335 0.8440
H -3.2678 0.8389 -3.2308
H 2.3382 0.9624 2.2521
```

The multiplicity is 4. The value obtained for the frontier orbital gap (spin up / spin down) is 5.605 / 11.185 eV. The total charge is +1.

***

A cluster of 9 separate species, C25H71F3N6O12S in total at a distorted geometry, computed with ωB97M-V/def2-TZVPD.

XYZ file:
```
118
Properties=species:S:1:pos:R:3
S 0.5408 -0.0565 0.2206
F -1.6781 0.1892 -1.3321
F -1.2588 -1.8644 -0.5668
F -2.1326 -0.2879 0.6704
O 2.2314 -1.1009 3.3975
O -1.4468 -1.4131 5.5355
O -5.7395 1.8353 -0.8671
O 0.9689 -1.0886 1.1246
O 4.8578 -3.4248 1.8426
O 1.3212 2.2418 3.4207
O -0.2554 0.5944 -7.3566
O 0.3594 -5.2079 1.9953
O -0.7804 4.2565 -2.2265
O 1.3917 0.1329 -0.9832
O 0.3324 1.2081 0.9254
O -4.2523 -1.6432 5.3148
N 2.7589 -2.4584 -1.0998
N 0.9256 -3.1283 5.0291
N -5.3419 4.8605 1.2470
N 3.0789 -0.6448 -3.2085
N 0.5994 3.9890 0.4647
N 2.3300 1.5904 -4.8392
C 0.8214 -4.3302 4.1946
C 0.0586 1.0463 -4.4336
C 0.2421 -4.9354 0.6330
C -5.9662 3.6602 0.7094
C 3.8317 -2.8455 1.1165
C -5.0785 3.0117 -0.3865
C 3.9537 -2.9299 -0.3988
C 0.8824 1.2991 -6.8106
C -5.0488 1.1404 -1.9450
C 0.2135 -4.0385 2.7754
C 5.2342 -2.3064 -0.9545
C 2.1962 1.2480 3.9655
C -2.0967 -1.4958 4.2565
C -1.8077 3.6900 -2.9493
C -7.3420 4.1853 0.2218
C 1.2336 4.0157 -0.8137
C -3.6128 -1.0318 4.2609
C 4.8070 -3.2290 3.2353
C 0.3589 3.4020 -1.9377
C 2.6319 3.3988 -0.6090
C 1.6233 -0.1379 4.2436
C 0.1081 -5.3265 5.0591
C -1.2312 -0.4991 -0.2976
C -0.7597 1.2206 -8.4664
C 1.2354 0.8212 -5.3812
H -6.1145 5.2661 1.7556
H -3.8781 -1.3214 6.1382
H 1.4591 -0.2436 -5.4456
H -3.6770 0.0560 4.2890
H -5.2363 5.4843 0.4597
H 3.2328 1.2454 3.6282
H -4.8586 3.7418 -1.1654
H -4.0924 -1.2771 3.3133
H 5.0496 -2.1404 -2.0158
H 1.4285 5.0644 -1.0380
H -0.8303 -4.9659 5.4804
H -0.7589 -2.0768 5.6237
H 1.8534 -1.0695 2.5157
H 4.8967 -2.1528 3.3825
H 2.9915 -0.8488 -2.2232
H 2.5413 0.1600 -3.4971
H -7.9219 3.3487 -0.1682
H 2.8896 -3.2474 1.4894
H 3.0799 1.4574 -5.5026
H 5.6516 -3.7404 3.6971
H 0.5874 3.0446 0.8225
H 0.0253 2.4016 -1.6619
H -2.1404 2.7609 -2.4863
H 1.4607 -3.3297 5.8617
H 1.7613 1.2798 -7.4550
H 0.9453 3.2167 -2.8376
H 3.1308 3.9232 0.2059
H -1.5206 0.5448 -8.8569
H 2.0242 -2.2827 -0.4294
H 4.0492 -0.4920 -3.4438
H -5.7342 0.3617 -2.2796
H 0.2751 -5.8883 0.1047
H -1.3110 2.1371 -8.2565
H -4.1152 2.7839 0.0700
H -4.9124 1.7944 -2.8063
H -4.0805 0.6903 -1.7265
H 2.4267 1.6040 4.9696
H -0.3558 4.2423 0.2560
H 2.5625 -3.2941 -1.6318
H 0.7079 -3.1474 2.3886
H 6.1350 -2.9060 -0.8238
H 2.6557 2.3353 -0.3716
H 4.0304 -3.9582 -0.7522
H 0.5374 -0.1194 4.1502
H -2.6984 4.3183 -2.9593
H 5.4037 -1.3129 -0.5394
H 0.5946 2.3502 -6.7894
H -0.8723 0.7021 -4.8843
H 0.0993 0.5574 -3.4603
H 3.9138 -3.5030 3.7968
H -6.0723 2.9044 1.4876
H -0.0769 -6.2659 4.5381
H 1.4071 -2.3558 4.5914
H 3.7852 -1.7713 1.2952
H 2.1634 2.5818 -4.9363
H -0.2131 2.0978 -4.3405
H -0.8429 -3.7788 2.7068
H -7.3035 4.9140 -0.5879
H -7.9343 4.6378 1.0171
H -1.4614 -1.1042 3.4620
H 3.1542 3.6707 -1.5263
H -0.1243 1.3664 -9.3400
H -1.4686 3.6411 -3.9840
H 1.0771 -4.3175 0.3028
H 2.7208 -1.4483 -3.7047
H -0.6331 -4.3183 0.4299
H 1.7940 -4.7539 3.9445
H -2.1948 -2.5700 4.0998
H 1.9081 -0.5110 5.2274
H 0.7082 -5.7365 5.8715
H 1.0166 1.9500 2.5584
```

The value obtained for the frontier orbital gap is 7.619 eV.

***

An isolated molecule of C4H7NO2, computed with ωB97M-V/def2-TZVPD.

XYZ file:
```
14
Properties=species:S:1:pos:R:3
O -1.6238 1.5859 -0.1919
O 1.6647 -1.2976 0.8290
N 2.0483 0.3231 -0.7232
C -1.1211 -0.9037 0.8732
C -0.2613 -0.2857 -0.2262
C -0.4884 1.1333 -0.6652
C 1.2491 -0.4729 0.0369
H -0.4333 -0.8274 -1.1753
H -0.8133 -1.9389 1.0390
H 1.6214 1.1266 -1.1682
H 3.0368 0.3139 -0.5265
H -0.9995 -0.3677 1.8193
H -1.6993 2.4944 -0.5217
H -2.1803 -0.8833 0.6008
```

The value obtained for the frontier orbital gap is 9.583 eV.

***

E_tot / Ha: -5244.08656 -323.60180 -1543.54219 -2924.12297 -361.78999
Energy relative to the best compared isomer or geometry (same formula, charge and spin) / kcal/mol: 46.1 112.4 13.7 70.0 57.0